Record 1
A structure of composition C34H52F4N8ScSi. Source: the OMol25 dataset; level of theory: wB97M-V/def2-TZVPD.

Cartesian coordinates (Å):
1 Sc 0.100 -0.091 -0.603
2 C 2.733 0.413 -4.998
3 N 2.372 -0.828 -4.301
4 C 3.049 -1.991 -4.900
5 C 0.958 -0.947 -4.287
6 C 0.345 -1.915 -3.262
7 N 0.682 -1.578 -1.867
8 C 1.996 -1.996 -1.628
9 C 2.949 -1.049 -1.174
10 F 2.509 0.234 -1.139
11 C 4.218 -1.364 -0.767
12 F 5.080 -0.368 -0.384
13 C 4.648 -2.663 -0.852
14 C 3.754 -3.593 -1.305
15 F 4.140 -4.862 -1.444
16 C 2.447 -3.302 -1.684
17 F 1.655 -4.311 -1.994
18 H 2.631 0.270 -6.125
19 H 3.797 0.683 -4.845
20 H 2.074 1.208 -4.646
21 H 2.967 -2.043 -6.010
22 H 2.736 -2.902 -4.410
23 H 4.111 -1.883 -4.673
24 H 0.577 -1.247 -5.278
25 H 0.576 0.043 -4.068
26 H 0.640 -2.983 -3.495
27 H -0.735 -1.814 -3.340
28 H 5.661 -2.924 -0.560
29 C -1.140 3.476 3.017
30 N -2.168 2.727 2.376
31 C -3.412 3.449 2.309
32 C -1.927 1.614 1.654
33 N -0.831 1.245 1.085
34 C 0.405 1.904 1.058
35 C 0.674 3.100 0.430
36 C 1.948 3.641 0.439
37 C 2.997 3.017 1.068
38 C 2.796 1.771 1.720
39 C 3.929 1.113 2.274
40 C 3.816 -0.227 2.584
41 C 2.595 -0.898 2.414
42 C 1.457 -0.273 1.921
43 N 0.376 -1.099 1.511
44 C -0.110 -1.951 2.370
45 N -0.277 -1.650 3.701
46 C -0.029 -2.565 4.792
47 C -0.394 -0.241 4.095
48 N -0.606 -3.152 1.987
49 C -1.697 -3.843 2.642
50 C -0.136 -3.803 0.758
51 C 1.525 1.131 1.588
52 N -3.015 0.757 1.480
53 C -3.860 0.501 2.633
54 C -2.833 -0.415 0.633
55 H -1.593 3.916 3.961
56 H -0.720 4.245 2.381
57 H -0.328 2.802 3.291
58 H -3.872 3.565 3.344
59 H -4.165 2.958 1.695
60 H -3.250 4.469 1.941
61 H -0.141 3.656 -0.027
62 H 2.104 4.602 -0.059
63 H 3.982 3.471 1.153
64 H 4.869 1.657 2.393
65 H 4.681 -0.812 2.923
66 H 2.576 -1.971 2.555
67 H 0.192 -3.563 4.461
68 H -0.881 -2.689 5.456
69 H 0.854 -2.204 5.384
70 H -0.667 0.293 3.218
71 H 0.540 0.092 4.450
72 H -1.191 -0.208 4.819
73 H -2.020 -3.403 3.584
74 H -1.457 -4.875 2.835
75 H -2.577 -3.894 1.991
76 H 0.828 -3.394 0.454
77 H -0.845 -3.579 -0.068
78 H 0.002 -4.865 0.908
79 H -4.104 1.399 3.220
80 H -3.402 -0.206 3.345
81 H -4.814 0.089 2.281
82 H -2.481 -0.133 -0.355
83 H -3.782 -0.914 0.435
84 H -2.168 -1.162 1.061
85 C -4.330 1.125 -2.238
86 Si -2.676 2.023 -2.369
87 C -2.568 2.672 -4.142
88 C -2.688 3.548 -1.347
89 C -1.192 0.984 -2.087
90 H -5.074 1.873 -2.514
91 H -4.628 0.699 -1.271
92 H -4.487 0.319 -2.958
93 H -3.397 3.327 -4.467
94 H -2.569 1.798 -4.854
95 H -1.615 3.221 -4.363
96 H -3.541 4.165 -1.612
97 H -1.819 4.149 -1.673
98 H -2.683 3.429 -0.277
99 H -0.423 1.668 -2.530
100 H -1.231 0.134 -2.830

Computed properties:
energy relative to the best compared isomer or geometry (same formula, charge and spin)	132.53	kJ/mol
F_max	0.039	Eh/bohr
charge	+1
molar mass	721.9	g mol⁻¹
orbital gap	7.5	eV
HOMO energy	-10.20	eV

Record 2
A structure of composition C34H52N3O2S5SbSn. Source: the OMol25 dataset; level of theory: wB97M-V/def2-TZVPD.

Cartesian coordinates (Å):
1 Sn 0.273 0.082 -0.028
2 C 1.363 4.246 1.139
3 C 0.914 4.493 -0.295
4 S -0.366 3.322 -0.878
5 C 0.168 3.095 -2.607
6 C -0.464 1.907 -3.321
7 S -0.177 0.209 -2.696
8 C 1.466 -0.224 -3.344
9 C 2.661 0.551 -2.826
10 S 2.875 0.458 -1.014
11 C 3.579 2.122 -0.707
12 C 3.597 2.493 0.769
13 S 1.979 2.587 1.572
14 H 0.535 4.393 1.834
15 H 2.149 4.959 1.392
16 H 1.749 4.431 -0.991
17 H 0.489 5.495 -0.354
18 H 1.254 3.017 -2.603
19 H -0.118 3.997 -3.148
20 H -0.116 1.893 -4.354
21 H -1.550 2.001 -3.337
22 H 1.410 -0.119 -4.428
23 H 1.556 -1.284 -3.099
24 H 2.618 1.603 -3.103
25 H 3.563 0.123 -3.265
26 H 3.015 2.843 -1.294
27 H 4.605 2.097 -1.077
28 H 4.091 3.455 0.905
29 H 4.149 1.745 1.339
30 N -3.617 1.870 -0.119
31 C -3.258 0.647 -0.568
32 O -2.569 -0.129 0.273
33 C -3.603 0.223 -1.830
34 C -4.156 1.145 -2.757
35 N -4.545 1.931 -3.504
36 C -3.391 -1.113 -2.256
37 N -3.230 -2.206 -2.575
38 H -4.014 2.515 -0.788
39 H -3.062 2.281 0.612
40 C -5.981 -1.803 0.377
41 C -5.697 -1.012 1.637
42 C -6.256 -1.681 2.880
43 C -6.120 0.439 1.541
44 Sb -3.415 -1.080 1.944
45 C -2.589 0.346 3.557
46 C -1.187 -0.127 3.891
47 C -2.588 1.749 2.989
48 C -3.527 0.207 4.743
49 C -2.498 -3.223 1.689
50 C -3.497 -4.153 2.344
51 C -1.170 -3.209 2.413
52 C -2.372 -3.439 0.206
53 H -7.066 -1.867 0.248
54 H -5.604 -2.824 0.430
55 H -5.575 -1.322 -0.514
56 H -7.343 -1.741 2.776
57 H -6.051 -1.110 3.787
58 H -5.883 -2.697 3.014
59 H -7.212 0.479 1.483
60 H -5.726 0.922 0.653
61 H -5.830 1.007 2.427
62 H -0.542 -0.162 3.011
63 H -1.193 -1.107 4.367
64 H -0.742 0.579 4.599
65 H -1.856 1.841 2.181
66 H -2.290 2.439 3.784
67 H -3.579 2.055 2.648
68 H -3.584 -0.821 5.106
69 H -4.534 0.564 4.523
70 H -3.138 0.816 5.564
71 H -3.649 -3.927 3.401
72 H -3.094 -5.168 2.280
73 H -4.462 -4.160 1.836
74 H -1.295 -3.097 3.490
75 H -0.499 -2.443 2.027
76 H -0.682 -4.174 2.242
77 H -3.330 -3.395 -0.309
78 H -1.962 -4.441 0.047
79 H -1.689 -2.730 -0.256
80 C 2.877 -9.825 3.491
81 C 2.474 -8.664 2.636
82 O 1.446 -8.050 2.699
83 S 3.794 -8.227 1.484
84 C 3.147 -6.718 0.815
85 C 3.869 -5.541 0.980
86 C 3.325 -4.338 0.570
87 C 2.052 -4.305 -0.007
88 C 1.372 -5.502 -0.241
89 C 1.917 -6.704 0.169
90 C 1.431 -3.045 -0.257
91 C 0.888 -1.962 -0.377
92 H 2.018 -10.460 3.703
93 H 3.247 -9.435 4.441
94 H 3.671 -10.405 3.026
95 H 4.844 -5.567 1.447
96 H 3.867 -3.414 0.726
97 H 0.413 -5.488 -0.743
98 H 1.382 -7.628 0.000

Computed properties:
energy relative to the best compared isomer or geometry (same formula, charge and spin)	44.80	kJ/mol
F_max	0.021	Eh/bohr
charge	+2
molar mass	935.6	g mol⁻¹
orbital gap	6.7	eV
HOMO energy	-12.32	eV

Record 3
A cluster of 6 separate species, C34H53B3O20 in total. Source: the OMol25 dataset; level of theory: wB97M-V/def2-TZVPD.

Cartesian coordinates (Å):
1 C 1.631 -2.432 -2.577
2 C 0.096 -1.984 -2.935
3 C 0.068 -0.482 -3.671
4 C -0.986 -2.137 -1.719
5 C -0.477 -1.653 -0.242
6 C 0.317 -2.893 0.551
7 C 0.333 -0.230 -0.205
8 O 0.582 0.116 1.210
9 B 2.015 0.346 1.481
10 O 2.958 -0.770 1.844
11 B 3.943 -0.872 0.748
12 O 4.392 0.379 0.106
13 B 4.035 1.575 0.914
14 C 5.228 2.718 1.085
15 O 6.101 2.508 2.251
16 C 7.174 1.538 1.958
17 C 7.176 0.085 2.758
18 C 8.325 -1.048 2.429
19 C 9.488 -0.699 1.287
20 C 9.509 0.764 0.493
21 C 8.344 1.873 0.823
22 O 2.655 1.709 1.476
23 H 2.332 -1.863 -3.358
24 H 2.014 -2.117 -1.518
25 H 1.832 -3.595 -2.673
26 H -0.267 -2.730 -3.794
27 H 0.062 0.403 -2.906
28 H -0.897 -0.501 -4.373
29 H 0.986 -0.445 -4.432
30 H -1.921 -1.455 -2.013
31 H -1.415 -3.243 -1.679
32 H -1.464 -1.484 0.408
33 H -0.508 -3.514 1.137
34 H 0.852 -3.634 -0.183
35 H 1.075 -2.510 1.356
36 H -0.427 0.597 -0.609
37 H 1.272 -0.165 -0.899
38 H 4.354 -1.930 0.415
39 H 4.755 3.803 1.206
40 H 5.800 2.737 0.047
41 H 6.356 -0.162 3.557
42 H 8.350 -2.086 2.969
43 H 10.341 -1.466 0.985
44 H 10.311 1.020 -0.324
45 H 8.273 2.944 0.301
46 C -1.650 2.828 2.267
47 C -3.060 2.491 1.828
48 C -3.650 1.307 2.536
49 O -4.609 0.845 1.600
50 C -4.149 1.214 0.366
51 O -4.621 0.830 -0.691
52 O -3.086 2.068 0.475
53 H -1.015 1.935 2.291
54 H -1.185 3.524 1.561
55 H -1.647 3.281 3.263
56 H -3.702 3.375 1.914
57 H -4.130 1.578 3.481
58 H -2.931 0.502 2.717
59 C 4.518 8.272 1.833
60 C 3.172 7.705 2.236
61 C 3.098 6.209 2.170
62 O 1.711 5.985 1.985
63 C 1.226 7.093 1.348
64 O 0.109 7.180 0.865
65 O 2.161 8.091 1.320
66 H 4.873 7.829 0.896
67 H 4.443 9.351 1.660
68 H 5.269 8.089 2.608
69 H 2.888 8.082 3.226
70 H 3.449 5.729 3.089
71 H 3.633 5.781 1.316
72 C -0.693 -8.506 -0.295
73 C -1.366 -7.149 -0.331
74 C -2.863 -7.212 -0.270
75 O -3.240 -6.001 -0.903
76 C -2.232 -5.696 -1.776
77 O -2.293 -4.821 -2.623
78 O -1.148 -6.505 -1.575
79 H -1.160 -9.202 -1.001
80 H 0.359 -8.421 -0.589
81 H -0.745 -8.944 0.706
82 H -0.954 -6.506 0.455
83 H -3.241 -7.246 0.756
84 H -3.291 -8.044 -0.837
85 C -8.863 -8.180 -0.200
86 C -7.669 -8.981 0.277
87 C -6.534 -8.138 0.778
88 O -5.418 -8.989 0.578
89 C -5.742 -9.806 -0.470
90 O -4.956 -10.545 -1.039
91 O -7.064 -9.682 -0.797
92 H -8.558 -7.366 -0.866
93 H -9.546 -8.815 -0.775
94 H -9.409 -7.749 0.645
95 H -7.985 -9.719 1.023
96 H -6.638 -7.877 1.835
97 H -6.377 -7.224 0.197
98 C -2.093 7.616 -1.184
99 C -2.042 7.909 -2.670
100 C -1.484 9.260 -3.005
101 O -2.077 9.526 -4.264
102 C -3.259 8.839 -4.284
103 O -4.123 8.974 -5.134
104 O -3.346 7.984 -3.220
105 H -2.531 8.452 -0.628
106 H -2.724 6.744 -0.987
107 H -1.091 7.425 -0.788
108 H -1.505 7.108 -3.192
109 H -0.393 9.257 -3.082
110 H -1.791 10.046 -2.307

Computed properties:
F_max	0.095	Eh/bohr
molar mass	814.2	g mol⁻¹
orbital gap	8.5	eV
SMILES	CC(C)C[C@@H](C)COB1OBOB(COc2ccccc2)O1.C[C@@H]1COC(=O)O1.C[C@@H]1COC(=O)O1.C[C@@H]1COC(=O)O1.C[C@@H]1COC(=O)O1.C[C@@H]1COC(=O)O1
HOMO energy	-8.64	eV

Record 4
A structure of composition C34H53BClI2N5O3OsS. Source: the OMol25 dataset; level of theory: wB97M-V/def2-TZVPD.

Cartesian coordinates (Å):
1 Os 1.861 -2.353 1.253
2 I 2.157 -2.129 4.176
3 C 4.288 -2.267 4.158
4 I 5.042 -2.823 2.268
5 H 4.566 -3.016 4.890
6 H 4.671 -1.286 4.413
7 C 2.086 -1.725 -3.120
8 C 1.442 -1.965 -1.751
9 C 0.434 -3.109 -1.837
10 C 2.558 -2.223 -0.728
11 H 1.330 -1.438 -3.851
12 H 2.570 -2.634 -3.482
13 H 2.832 -0.933 -3.079
14 H 0.917 -1.042 -1.476
15 H 0.906 -3.996 -2.270
16 H -0.398 -2.839 -2.487
17 H 0.021 -3.402 -0.870
18 H 3.353 -1.485 -0.840
19 H 3.016 -3.207 -0.889
20 C 2.289 6.269 -0.746
21 C 1.757 5.656 0.556
22 C 2.243 6.486 1.752
23 C 0.228 5.702 0.520
24 C 2.281 4.228 0.693
25 C 3.667 4.000 0.698
26 C 4.235 2.738 0.816
27 C 3.352 1.687 0.927
28 O 3.613 0.319 1.036
29 B 2.370 -0.254 1.095
30 O 1.343 0.664 1.041
31 C 1.990 1.896 0.926
32 C 1.416 3.140 0.816
33 H 1.888 7.274 -0.873
34 H 1.992 5.673 -1.611
35 H 3.376 6.346 -0.746
36 H 1.863 7.505 1.677
37 H 3.331 6.539 1.791
38 H 1.891 6.061 2.694
39 H -0.098 6.736 0.417
40 H -0.213 5.311 1.439
41 H -0.174 5.145 -0.330
42 H 4.333 4.846 0.604
43 H 5.305 2.592 0.815
44 H 0.343 3.253 0.830
45 C -2.434 2.007 -0.012
46 C -3.414 1.336 0.953
47 C -4.474 2.387 1.325
48 C -2.643 0.990 2.248
49 C -4.134 0.064 0.353
50 O -4.744 -0.661 1.419
51 C -5.256 0.334 -0.705
52 C -4.977 0.279 -2.219
53 C -4.167 1.410 -2.788
54 C -2.956 1.175 -3.428
55 C -2.187 2.217 -3.924
56 C -2.647 3.517 -3.786
57 Cl -1.692 4.830 -4.390
58 C -3.870 3.779 -3.183
59 C -4.621 2.725 -2.693
60 C -3.219 -0.989 -0.293
61 N -2.207 -1.590 0.569
62 C -0.960 -1.211 0.740
63 N -0.324 -2.090 1.527
64 C -1.293 -3.038 1.771
65 N -2.429 -2.766 1.201
66 H -2.032 2.903 0.467
67 H -2.899 2.321 -0.941
68 H -1.583 1.371 -0.267
69 H -3.998 3.190 1.886
70 H -5.267 1.986 1.961
71 H -4.934 2.841 0.449
72 H -2.605 1.871 2.889
73 H -1.606 0.714 2.057
74 H -3.116 0.190 2.814
75 H -5.430 -0.116 1.821
76 H -5.758 1.270 -0.469
77 H -5.984 -0.455 -0.506
78 H -5.955 0.269 -2.706
79 H -4.515 -0.671 -2.493
80 H -2.600 0.156 -3.544
81 H -1.247 2.031 -4.423
82 H -4.224 4.798 -3.104
83 H -5.574 2.935 -2.223
84 H -2.710 -0.595 -1.171
85 H -3.853 -1.823 -0.590
86 H -0.536 -0.302 0.352
87 H -1.136 -3.906 2.388
88 C 3.119 -8.522 1.796
89 N 2.541 -7.178 1.877
90 C 2.520 -6.204 0.985
91 S 1.583 -4.799 1.426
92 N 3.116 -6.217 -0.197
93 C 3.921 -7.258 -0.843
94 H 2.995 -8.977 2.774
95 H 4.180 -8.483 1.573
96 H 2.595 -9.134 1.065
97 H 2.009 -6.972 2.708
98 H 2.989 -5.367 -0.720
99 H 3.386 -8.201 -0.887
100 H 4.879 -7.384 -0.344
101 H 4.106 -6.928 -1.861

Computed properties:
energy relative to the best compared isomer or geometry (same formula, charge and spin)	51.90	kJ/mol
F_max	0.010	Eh/bohr
<S²>	6.021
charge	+2
molar mass	1102.2	g mol⁻¹
spin multiplicity	5
orbital gap (alpha / beta)	6.7 / 4.7	eV
HOMO energy (alpha / beta)	-12.44 / -12.44	eV

The lowest molar mass belongs to which entry?
C34H52F4N8ScSi

The lowest F_max belongs to which entry?
C34H53BClI2N5O3OsS

Which value of F_max does entry 1 give?
0.039 Eh/bohr